Molecular formula: C17H29Br34NOP
Method: DFT, wB97M-V/def2-TZVPD

CARTESIAN COORDINATES (ANGSTROEM)
Br: 4.57 -4.73 -5.63
Br: -12.15 0.24 1.14
Br: -6.34 -1.60 -1.33
Br: 1.73 11.15 -3.70
Br: -3.45 -4.46 -5.23
Br: 1.34 7.54 -1.50
Br: 11.03 -1.44 6.63
Br: 12.93 -3.92 6.06
Br: 5.64 -7.73 -5.56
Br: 0.55 10.65 -6.61
Br: 3.80 0.18 -2.30
Br: 5.80 3.29 -2.95
Br: 8.39 1.81 -1.86
Br: 1.20 -1.56 -1.70
Br: 5.79 -2.99 -2.25
Br: 5.09 -1.84 0.64
Br: 10.33 -4.29 7.85
Br: -9.52 2.04 1.18
Br: 7.33 -4.07 0.32
Br: -3.45 -1.29 -5.51
Br: -1.26 10.15 -4.05
Br: -4.71 -1.19 3.95
Br: 8.07 -0.23 3.08
Br: 9.91 -2.82 3.26
Br: 0.38 4.68 -0.50
Br: -6.09 -4.68 -0.55
Br: 1.35 1.48 -0.74
Br: 6.85 -2.98 4.12
Br: -0.83 -2.79 -4.54
Br: 4.38 -6.43 -2.95
Br: -8.91 -3.49 -1.46
Br: 6.11 2.73 0.16
Br: -9.36 -1.01 2.02
Br: 3.35 5.07 -1.58
P: -4.07 0.64 1.29
O: -1.16 -0.58 0.77
N: -3.31 0.14 -1.97
C: -2.41 -2.90 -5.64
C: 1.86 5.88 -0.66
C: -7.23 -3.13 -0.58
C: 8.42 -1.87 4.02
C: -10.44 0.57 1.99
C: -5.77 1.83 3.98
C: 11.73 -3.09 7.31
C: -2.18 -1.13 -0.05
C: -2.14 -0.54 -1.47
C: 0.52 10.11 -4.77
C: 5.38 -6.11 -4.56
C: 7.03 3.12 -1.48
C: -3.52 -1.10 0.66
C: -6.40 0.86 3.01
C: 5.68 -3.37 -0.37
C: -5.45 -0.16 2.42
C: 2.33 -0.13 -1.10
H: -6.90 1.36 2.20
H: -3.00 1.30 0.47
H: -3.43 -1.82 1.46
H: -1.35 0.19 -1.47
H: 0.86 9.09 -4.73
H: 2.19 6.13 0.34
H: -4.76 1.59 4.22
H: -4.13 -0.44 -1.93
H: -4.29 -1.51 0.02
H: -3.45 1.03 -1.54
H: -6.02 -0.89 1.88
H: -5.76 2.82 3.55
H: 2.76 -0.45 -0.16
H: -1.87 -1.29 -2.20
H: 6.35 -5.76 -4.26
H: -1.90 -2.17 -0.15
H: -3.12 0.61 2.40
H: -7.16 0.29 3.51
H: -4.52 1.99 1.68
H: 4.93 -4.14 -0.25
H: -2.08 -2.99 -6.67
H: -7.46 -2.88 0.44
H: -10.64 0.84 3.01
H: 8.69 -1.61 5.03
H: -1.14 0.37 0.61
H: 7.52 4.07 -1.36
H: -6.34 1.92 4.89
H: 12.31 -2.85 8.19
H: -5.04 0.72 0.16

net charge = -1
Kohn-Sham gap = 4.5 eV
LUMO = 0.75 eV